{"formula": "C44H36BF4GdN6O5SSi", "method": "ωB97M-V with the def2-TZVPD basis set", "species": ["Gd", "C", "O", "C", "N", "C", "C", "C", "C", "C", "C", "C", "C", "C", "C", "C", "C", "N", "C", "N", "C", "C", "O", "C", "C", "C", "C", "C", "C", "H", "H", "H", "H", "H", "H", "H", "H", "H", "H", "H", "H", "H", "H", "H", "H", "H", "H", "H", "F", "B", "F", "F", "F", "O", "S", "O", "O", "C", "N", "C", "C", "C", "N", "C", "C", "C", "N", "C", "C", "H", "H", "H", "H", "H", "H", "C", "C", "C", "C", "C", "C", "Si", "C", "C", "C", "C", "C", "C", "H", "H", "H", "H", "H", "H", "H", "H", "H", "H", "H"], "positions_angstrom": [[0.729, -0.352, 0.079], [1.382, -3.955, -3.242], [1.686, -4.467, -1.928], [1.390, -3.492, -1.074], [0.783, -2.454, -1.517], [0.523, -2.712, -2.971], [0.820, -1.553, -3.893], [-0.219, -0.913, -4.561], [0.033, 0.177, -5.380], [1.337, 0.621, -5.550], [2.382, -0.039, -4.921], [2.127, -1.117, -4.088], [1.721, -3.690, 0.338], [2.019, -4.937, 0.865], [2.245, -5.046, 2.226], [2.221, -3.898, 3.000], [1.964, -2.689, 2.374], [1.685, -2.579, 1.074], [2.087, -1.402, 3.064], [1.909, -0.289, 2.471], [2.424, 0.766, 3.377], [2.604, -0.003, 4.705], [2.524, -1.393, 4.322], [3.733, 1.317, 2.834], [4.809, 0.458, 2.620], [5.995, 0.936, 2.089], [6.113, 2.279, 1.756], [5.050, 3.140, 1.975], [3.866, 2.661, 2.515], [2.321, -3.703, -3.735], [0.874, -4.727, -3.810], [-0.538, -2.963, -3.054], [-1.230, -1.283, -4.449], [-0.779, 0.678, -5.893], [1.535, 1.484, -6.172], [3.398, 0.310, -5.055], [2.953, -1.614, -3.591], [2.064, -5.800, 0.215], [2.445, -6.009, 2.675], [2.407, -3.920, 4.065], [1.692, 1.567, 3.472], [3.571, 0.171, 5.170], [1.803, 0.194, 5.418], [4.725, -0.596, 2.860], [6.824, 0.258, 1.932], [7.030, 2.648, 1.317], [5.138, 4.185, 1.710], [3.031, 3.332, 2.683], [3.557, 2.037, -1.057], [2.559, 1.225, -0.700], [1.576, 0.992, -1.695], [1.754, 1.698, 0.403], [2.973, -0.094, -0.307], [-3.794, 3.820, -7.316], [-4.607, 4.674, -6.456], [-3.854, 5.568, -5.602], [-5.773, 5.249, -7.079], [-5.205, 3.340, -5.341], [-6.389, 2.768, -5.542], [-6.652, 1.679, -4.832], [-5.752, 1.141, -3.922], [-4.545, 1.817, -3.786], [-4.284, 2.914, -4.485], [-3.436, 1.367, -2.918], [-3.336, 0.066, -2.430], [-2.222, -0.289, -1.702], [-1.216, 0.552, -1.437], [-1.328, 1.807, -1.884], [-2.404, 2.255, -2.620], [-7.617, 1.214, -5.002], [-5.997, 0.260, -3.345], [-4.099, -0.670, -2.640], [-2.119, -1.297, -1.309], [-0.499, 2.470, -1.667], [-2.456, 3.267, -2.999], [-0.669, -3.153, 5.619], [-1.145, -3.728, 4.450], [-1.379, -2.937, 3.334], [-1.163, -1.557, 3.359], [-0.661, -1.003, 4.540], [-0.420, -1.787, 5.658], [-1.504, -0.489, 1.808], [-1.985, 1.217, 2.525], [-2.878, 1.327, 3.593], [-3.200, 2.561, 4.134], [-2.640, 3.720, 3.609], [-1.767, 3.636, 2.535], [-1.441, 2.394, 2.006], [-0.506, -3.761, 6.500], [-1.349, -4.792, 4.413], [-1.756, -3.396, 2.424], [-0.479, 0.066, 4.587], [-0.050, -1.332, 6.570], [-2.853, -1.016, 1.407], [-3.322, 0.427, 4.004], [-3.890, 2.622, 4.965], [-2.885, 4.683, 4.036], [-1.346, 4.539, 2.110], [-0.752, 2.341, 1.168]], "forces_ev_per_angstrom": [[-1.78, -1.50, 0.06], [-0.07, 0.17, -0.32], [0.14, -0.29, 0.38], [-0.51, 0.39, -0.65], [0.25, -0.05, -0.10], [-0.02, 0.01, -0.01], [-0.03, 0.00, 0.12], [0.01, -0.11, 0.06], [0.01, 0.05, -0.07], [-0.06, 0.02, -0.02], [0.08, 0.10, 0.13], [0.00, 0.00, 0.00], [0.09, -0.02, 0.49], [0.01, -0.13, -0.18], [-0.04, 0.17, 0.05], [0.04, -0.07, 0.06], [-0.04, -0.09, -0.15], [-0.04, -0.35, 0.09], [-0.01, 0.67, 0.10], [-0.07, -0.05, -0.16], [0.22, -0.04, 0.04], [-0.13, 0.31, 0.04], [0.17, -0.39, -0.03], [-0.19, -0.07, -0.09], [-0.01, 0.04, 0.01], [-0.02, -0.06, 0.03], [0.05, 0.02, -0.04], [0.01, 0.07, -0.02], [-0.09, -0.08, 0.09], [-0.01, -0.05, 0.07], [-0.03, -0.03, 0.06], [0.01, 0.08, 0.02], [-0.06, 0.07, 0.06], [-0.01, -0.01, 0.05], [0.00, -0.03, -0.02], [-0.01, -0.03, -0.01], [-0.01, 0.07, 0.04], [-0.04, 0.03, -0.02], [0.02, 0.00, 0.00], [0.00, 0.03, -0.01], [-0.02, -0.01, -0.03], [0.00, -0.05, -0.01], [0.02, -0.04, -0.01], [-0.02, -0.01, 0.00], [0.00, 0.02, -0.03], [0.00, 0.01, 0.03], [-0.01, 0.00, 0.01], [0.00, 0.02, -0.05], [0.01, -0.01, 0.09], [0.88, 0.85, -0.57], [0.23, 0.18, -0.53], [0.29, 0.47, 0.18], [1.06, 0.23, -0.08], [-0.01, 0.16, -0.02], [0.05, -0.36, -0.10], [-0.01, -0.04, 0.14], [-0.11, -0.05, 0.06], [0.21, 0.32, -0.31], [-0.14, -0.03, -0.03], [0.12, 0.10, 0.06], [0.05, -0.04, 0.10], [-0.36, 0.17, -0.33], [0.07, -0.18, 0.26], [0.22, -0.12, 0.18], [-0.03, 0.09, -0.09], [0.08, -0.07, 0.07], [0.07, -0.27, 0.37], [0.18, 0.11, -0.08], [-0.09, -0.06, -0.02], [0.00, 0.00, 0.04], [-0.01, -0.02, -0.03], [0.00, -0.02, 0.02], [-0.03, 0.00, -0.01], [-0.01, -0.01, 0.01], [0.04, 0.00, 0.00], [0.01, -0.01, 0.01], [0.00, -0.05, -0.01], [-0.02, 0.04, -0.08], [0.20, 0.07, -0.26], [-0.09, -0.05, -0.01], [-0.01, 0.02, 0.04], [-1.33, 0.11, 1.45], [0.50, -0.03, -0.35], [-0.02, -0.14, -0.02], [-0.02, 0.01, 0.01], [0.00, -0.03, 0.00], [0.02, 0.11, -0.01], [0.01, -0.14, 0.04], [0.02, 0.00, -0.01], [0.01, 0.00, 0.00], [-0.05, -0.03, 0.04], [-0.04, 0.01, 0.03], [0.00, -0.01, 0.00], [0.28, -0.17, -0.34], [-0.02, 0.03, 0.05], [0.00, 0.00, -0.01], [-0.03, 0.00, -0.02], [0.02, -0.02, 0.00], [0.00, 0.10, 0.01]], "e_tot_ev": -116491.924, "molar_mass_g_mol": 1033.016, "fmax_ev_per_a": 2.32, "gap_ev": [4.9233, 4.9449], "spin_multiplicity": 8}